26
Properties=species:S:1:pos:R:3:nbo_charge:R:1 method="wB97M-V/def2-TZVPD" de_lowest_kcal_mol=110.6 smiles=C#C[C@@H](OCC)n1nnc2ccccc21
C -0.3482 3.3928 -1.2860 -0.2273
C -0.5433 2.3414 -0.7244 -0.0437
C -0.9104 0.7479 -0.2705 0.2804
O -1.9216 0.3325 -1.1490 -0.5223
C -3.0654 -0.4472 -0.8102 -0.0542
C -2.8829 -1.8691 -0.0891 -0.6458
N 0.2705 -0.0879 -0.5116 -0.2222
N 0.0637 -1.3840 -0.9067 -0.0131
N 1.1926 -1.9707 -1.0591 -0.2122
C 2.1546 -1.1304 -0.7480 0.0556
C 3.5332 -1.2169 -0.7066 -0.1898
C 4.1835 -0.2684 -0.0321 -0.2255
C 3.6092 0.8672 0.4750 -0.1973
C 2.2715 1.0908 0.2976 -0.2192
C 1.6082 0.1137 -0.4169 0.0993
H 0.0394 4.2400 -1.6524 0.2203
H -1.2509 0.8133 0.7955 0.2054
H -3.7600 0.0460 -0.1408 0.1658
H -3.5080 -0.5797 -1.8485 0.2047
H -2.6943 -1.7745 0.9048 0.1983
H -3.7982 -2.5374 -0.3046 0.2155
H -2.1799 -2.4650 -0.6460 0.2403
H 4.1747 -2.0527 -0.9955 0.2300
H 5.2837 -0.2363 -0.0337 0.2118
H 4.1032 1.4753 1.1579 0.2107
H 1.8673 2.0467 0.6796 0.2345

110
Properties=species:S:1:pos:R:3:mulliken_charge:R:1 method="wB97M-V/def2-TZVPD" smiles=CCCCCCCCCCCCP(S)(B(O)OC)([C@H](Cl)[C@@H](C)Cl)C(F)(F)F.CC(C)O.CC(C)O.CC(C)O.CC(C)O
C 4.1865 -0.6696 2.1817 -1.1814
C 3.2416 -1.8007 1.6869 -0.4821
C 1.8175 -1.2189 1.5021 -0.9197
C 1.6179 -0.6339 0.1078 -0.1650
C 1.4161 -1.6946 -0.9739 0.2005
C 1.3647 -1.1674 -2.4105 -1.6162
C 0.0002 -0.6434 -2.9097 0.6601
C -0.3428 0.7221 -2.2789 -1.3534
C -1.6982 0.8467 -1.5594 -1.0857
C -2.1926 -0.4059 -0.7765 1.3414
C -3.1337 0.0979 0.3175 -0.7624
C -3.5428 -0.8507 1.4579 -1.9118
P -4.0946 -2.5767 1.0366 0.4719
S -1.9249 -3.2664 1.2515 -0.3120
B -4.0499 -3.5095 -0.6687 0.7495
O -3.6378 -4.8365 -0.6623 -0.5582
O -4.3917 -2.9415 -1.8539 -0.5484
C -3.5346 -3.3408 -2.9568 -0.9657
C -5.9430 -2.1011 0.8550 -1.4415
Cl -6.9236 -3.5730 0.4221 -0.1342
C -6.1876 -0.9872 -0.2124 1.2437
C -7.4019 -1.1754 -1.1047 -1.9764
Cl -6.5266 0.5448 0.7122 -0.2464
C -4.4762 -3.6939 2.5718 0.6546
F -4.9206 -4.8697 2.2196 -0.2221
F -5.2787 -3.0937 3.4306 -0.2610
F -3.3666 -3.9371 3.2477 -0.2427
H 4.2669 -0.7647 3.2512 0.2923
H 3.7930 0.3182 1.9679 0.2815
H 5.1410 -0.7992 1.6814 0.3873
H 3.1850 -2.5551 2.4629 0.3738
H 3.5781 -2.1795 0.7289 0.2326
H 1.7390 -0.3717 2.1823 0.4944
H 1.0166 -1.8970 1.7756 0.1969
H 0.7209 -0.0262 0.1678 -0.1116
H 2.4547 -0.0057 -0.1925 0.4693
H 0.5514 -2.3315 -0.8105 -0.2479
H 2.2825 -2.3544 -0.9236 0.5668
H 2.1136 -0.3958 -2.5744 0.3715
H 1.6291 -1.9796 -3.0878 0.4910
H 0.1545 -0.4804 -3.9706 0.0850
H -0.7863 -1.3881 -2.8344 -0.1020
H 0.4598 1.0695 -1.6475 0.6218
H -0.3794 1.4451 -3.0923 0.4220
H -1.6069 1.6810 -0.8674 0.3219
H -2.5026 1.1201 -2.2408 0.5275
H -2.6970 -0.9998 -1.5296 -0.2706
H -1.3183 -0.9091 -0.3918 -0.0020
H -2.6121 0.9231 0.7855 0.6061
H -3.9830 0.5654 -0.1662 -0.0500
H -2.7068 -0.9419 2.1343 0.8016
H -4.3358 -0.3970 2.0525 0.6110
H -1.5190 -3.5509 0.0010 0.0904
H -4.4509 -5.3664 -0.6058 0.3258
H -3.8996 -4.2335 -3.4431 0.3870
H -2.5213 -3.4705 -2.5978 0.3009
H -3.4963 -2.4951 -3.6314 0.3660
H -6.4090 -1.7332 1.7567 1.1024
H -5.3446 -0.8273 -0.8723 -0.2420
H -8.3151 -1.2866 -0.5415 0.4383
H -7.5131 -0.2386 -1.6463 0.4946
H -7.2611 -1.9439 -1.8529 0.3741
C 7.3221 1.9063 4.7684 -1.3751
C 5.8493 2.1220 4.4624 0.7447
C 5.2543 3.2127 5.3410 -1.4485
O 5.1293 0.9041 4.6514 -0.4613
H 7.4577 1.5890 5.8076 0.4466
H 7.7326 1.1217 4.1355 0.2917
H 7.8957 2.8181 4.6046 0.3540
H 5.7306 2.3929 3.4115 0.0445
H 5.3240 2.9358 6.3967 0.3633
H 4.1965 3.3529 5.1139 0.3666
H 5.7709 4.1633 5.1973 0.3662
H 5.2214 0.6462 5.5763 0.3083
C -3.4301 4.4871 3.7557 -1.3821
C -3.6128 3.7116 2.4598 0.3269
C -5.0120 3.1207 2.3590 -0.9617
O -2.6364 2.6716 2.3832 -0.4727
H -3.5618 3.8287 4.6190 0.3674
H -2.4223 4.8995 3.8160 0.3360
H -4.1472 5.3058 3.8319 0.3837
H -3.4333 4.3717 1.6103 0.2871
H -5.1947 2.4195 3.1791 0.3039
H -5.1335 2.5643 1.4295 0.0420
H -5.7716 3.9037 2.3961 0.4624
H -2.7801 2.0792 3.1310 0.3195
C 9.0027 2.5569 -0.3258 -1.4434
C 8.1888 2.7641 0.9423 0.5741
C 7.7883 4.2222 1.1110 -1.1834
O 8.9403 2.3350 2.0774 -0.4874
H 9.9269 3.1406 -0.2888 0.3575
H 9.2871 1.5094 -0.4300 0.3448
H 8.4398 2.8552 -1.2116 0.3779
H 7.2942 2.1402 0.9088 0.1957
H 8.6748 4.8574 1.1928 0.3462
H 7.2101 4.3566 2.0266 0.2304
H 7.1900 4.5694 0.2673 0.3835
H 9.7388 2.8736 2.1269 0.3211
C -0.1540 -1.7091 -7.7651 -1.3854
C -1.3821 -1.7445 -6.8686 0.6326
C -2.6580 -1.8970 -7.6831 -1.3692
O -1.4456 -0.5519 -6.0870 -0.4786
H -0.2015 -0.8563 -8.4479 0.3468
H 0.7515 -1.5939 -7.1682 0.3264
H -0.0681 -2.6220 -8.3564 0.3867
H -1.2965 -2.5732 -6.1636 0.2100
H -2.7830 -1.0502 -8.3634 0.3524
H -3.5301 -1.9152 -7.0281 0.3149
H -2.6452 -2.8155 -8.2719 0.3891
H -1.5216 0.1960 -6.6914 0.3006

9
Properties=species:S:1:pos:R:3:nbo_charge:R:1 method="wB97M-V/def2-TZVPD" de_lowest_kcal_mol=61.3 smiles="N#C/C=N/OC=O"
N 2.6471 1.6828 -1.4626 -0.2332
C 1.9269 1.0099 -0.8258 0.2120
C 1.1899 0.2022 0.0636 -0.0527
N -0.1005 0.1691 0.0681 -0.0345
O -0.5479 -0.8062 1.0073 -0.3977
C -1.8776 -1.1435 0.7335 0.6398
O -2.5828 -0.5775 -0.0301 -0.4990
H 1.9371 -0.4618 0.6547 0.2340
H -2.1533 -1.8437 1.4619 0.1312

84
Properties=species:S:1:pos:R:3:mulliken_charge:R:1 method="wB97M-V/def2-TZVPD" de_lowest_kcal_mol=3.7
Cs 0.1605 0.8026 0.9969 1.2078
C -3.8112 4.6944 0.8959 -1.6262
C -2.5904 3.8154 0.6030 1.4587
C -1.7175 4.4616 -0.4654 -1.7673
C -1.8547 3.5020 1.8946 -0.1430
C -2.4592 2.6774 2.8471 -0.0086
C -1.8369 2.3740 4.0485 -1.0947
C -0.5899 2.9112 4.3617 1.1936
C 0.0801 2.6052 5.6738 -1.4500
C 0.0121 3.7357 3.4187 -1.0319
C -0.5946 4.0118 2.1983 0.2433
H -4.3826 4.8675 -0.0178 0.4253
H -3.4941 5.6648 1.2854 0.3817
H -4.4783 4.2421 1.6310 0.3763
H -2.9501 2.8596 0.2043 -0.3663
H -1.3856 5.4555 -0.1526 0.4391
H -2.2999 4.5889 -1.3797 0.4459
H -0.8412 3.8587 -0.7072 0.2276
H -3.4435 2.2704 2.6425 0.4968
H -2.3383 1.7345 4.7669 0.3692
H 0.7667 3.4015 5.9602 0.3833
H 0.6565 1.6789 5.6155 0.2416
H -0.6523 2.4842 6.4720 0.3810
H 0.9754 4.1834 3.6381 0.3435
H -0.0777 4.6352 1.4809 0.1681
Br 5.1972 0.2063 -4.5380 -0.2067
C 3.8832 1.0064 -3.4230 0.0033
C 4.2313 2.1007 -2.6098 -0.3955
C 3.3012 2.6646 -1.7882 -0.8884
C 1.9430 2.1825 -1.6797 -0.2899
O 1.1398 2.7108 -0.8674 -0.5517
C 1.6277 1.0574 -2.5317 1.7641
C 0.3289 0.4411 -2.6477 -1.0716
N -0.7443 0.6906 -1.9814 0.1889
C -1.9232 0.0815 -2.4229 -0.2595
C -2.1820 -0.1756 -3.7526 -0.4733
C -3.3807 -0.7799 -4.1785 -0.9500
C -4.3494 -1.1092 -3.2785 -0.8953
C -4.1545 -0.8178 -1.9074 0.8982
C -5.1508 -1.0980 -0.9434 -0.7392
C -4.9354 -0.7763 0.3624 -0.9780
C -3.7101 -0.1672 0.7006 -0.4114
N -2.7557 0.0990 -0.1529 0.2855
C -2.9528 -0.2172 -1.4647 0.3115
C 2.6118 0.5153 -3.3885 -1.0622
H 5.2396 2.4936 -2.6492 0.4100
H 3.5547 3.5164 -1.1689 0.4047
H 0.2971 -0.3454 -3.4165 0.3508
H -1.4602 0.1347 -4.4964 0.6419
H -3.5300 -0.9658 -5.2344 0.3883
H -5.2791 -1.5670 -3.5925 0.3894
H -6.0765 -1.5617 -1.2629 0.4139
H -5.6738 -0.9700 1.1281 0.4180
H -3.5155 0.0957 1.7368 0.5111
H 2.3408 -0.3213 -4.0232 0.4582
C 3.2891 -2.1705 -1.3912 -0.8339
N 2.8534 -1.9162 -0.0287 1.0749
C 3.7179 -1.0051 0.7093 -1.1040
P 1.7564 -2.8464 0.7908 -0.0599
O 0.9235 -2.0492 1.7203 -0.9533
N 0.8329 -3.6308 -0.3356 0.6137
C -0.3353 -2.9995 -0.9264 -0.9364
C 1.2398 -4.8561 -0.9927 -0.9699
N 2.6291 -4.0037 1.5913 0.3461
C 3.9678 -4.4312 1.2493 -0.8684
C 1.9453 -4.8483 2.5548 -1.1106
H 3.5468 -1.2235 -1.8639 0.1610
H 2.4887 -2.6275 -1.9700 0.1736
H 4.1711 -2.8226 -1.4353 0.2642
H 3.7362 -0.0295 0.2134 0.1911
H 4.7475 -1.3787 0.7580 0.3085
H 3.3487 -0.8847 1.7273 0.3799
H -0.6623 -2.1513 -0.3284 0.0953
H -1.1598 -3.7172 -0.9639 0.4137
H -0.1422 -2.6525 -1.9490 0.3129
H 2.1138 -5.2826 -0.5054 0.1899
H 1.4855 -4.6876 -2.0478 0.3629
H 0.4310 -5.5914 -0.9508 0.2960
H 4.4231 -3.7407 0.5443 0.1140
H 3.9768 -5.4337 0.8027 0.3229
H 4.5925 -4.4636 2.1466 0.3193
H 0.9932 -4.3978 2.8271 0.2838
H 2.5495 -4.9465 3.4605 0.3649
H 1.7642 -5.8526 2.1531 0.2874

| no. | energy (Eh) | gap between HOMO and LUMO (eV) |
| --- | --- | --- |
| 1 | -665.07689 | 9.619 |
| 2 | -3580.96753 | 8.784 |
| 3 | -375.41380 | 10.469 |
| 4 | -4604.47995 | 6.798 |